Record 1
The following is a DFT calculation (the ωB97M-V functional and the def2-TZVPD basis) of C14H49HgN4O16 as an isolated structure.

Calculated values
E_tot (eV): -58195.908
Charge: +1
HOMO-LUMO gap (eV): 3.163

Element x y z (Å)
Hg1 0.846 0.374 4.650
C1 -0.634 0.323 0.497
C2 0.529 0.729 1.371
O1 0.617 -0.171 2.461
H1 -0.827 -0.722 0.234
H2 -0.503 0.740 -0.508
H3 -1.621 0.643 0.835
H4 0.318 1.738 1.743
H5 1.492 0.788 0.858
C3 3.409 -3.282 0.329
C4 2.767 -3.387 1.708
O2 1.420 -2.934 1.672
O3 4.739 -3.815 0.483
H6 3.514 -2.277 -0.075
H7 2.842 -3.953 -0.319
H8 3.358 -2.806 2.426
H9 2.842 -4.406 2.090
H10 1.447 -2.006 1.929
H11 4.709 -4.768 0.600
C5 4.792 1.174 1.047
C6 4.513 -0.246 1.494
O4 5.489 -1.094 0.936
O5 5.718 1.814 1.919
H12 3.893 1.803 1.059
H13 5.093 1.147 -0.003
H14 3.523 -0.653 1.250
H15 4.518 -0.243 2.595
H16 5.240 -2.024 1.010
H17 5.886 2.712 1.622
C7 -4.288 0.767 -2.142
C8 -3.239 -0.310 -2.387
O6 -2.442 0.053 -3.512
O7 -3.778 1.808 -1.293
H18 -5.094 0.217 -1.636
H19 -4.839 1.129 -3.013
H20 -3.821 -1.179 -2.701
H21 -2.784 -0.485 -1.407
H22 -2.158 0.931 -3.214
H23 -4.547 2.212 -0.876
C9 1.633 -1.568 -2.381
C10 0.208 -2.016 -2.525
O8 0.295 -3.372 -2.982
O9 1.801 -0.580 -1.345
H24 2.056 -1.216 -3.319
H25 2.302 -2.362 -2.044
H26 -0.375 -1.461 -3.262
H27 -0.319 -2.059 -1.567
H28 -0.572 -3.682 -3.257
H29 1.513 -0.929 -0.498
C11 -4.007 -1.664 1.530
C12 -5.443 -1.199 1.309
O10 -6.254 -1.216 2.441
O11 -3.989 -3.046 1.817
H30 -3.450 -1.092 2.280
H31 -3.397 -1.495 0.631
H32 -5.801 -1.834 0.493
H33 -5.350 -0.139 1.060
H34 -6.248 -2.051 2.920
H35 -3.268 -3.244 2.425
C13 1.753 4.867 -0.513
O12 1.431 5.581 0.429
N1 2.085 5.379 -1.731
N2 1.976 3.526 -0.369
H36 2.423 4.763 -2.449
H37 1.783 6.297 -2.000
H38 2.589 3.018 -0.980
H39 1.512 3.119 0.418
C14 -1.452 3.531 -3.369
O13 -0.555 3.891 -4.121
N3 -2.760 3.441 -3.674
N4 -1.253 3.103 -2.095
H40 -3.327 2.972 -2.985
H41 -3.040 3.545 -4.634
H42 -0.308 3.254 -1.782
H43 -2.063 2.911 -1.529
O14 -1.324 -2.260 3.128
H44 -1.372 -1.966 4.043
H45 -0.810 -1.576 2.675
O15 -1.009 -3.837 0.322
H46 -0.253 -3.377 0.725
H47 -1.791 -3.416 0.696
O16 0.502 2.674 4.257
H48 1.261 3.214 3.988
H49 -0.272 3.234 4.094

Record 2
The following is a DFT calculation (the ωB97M-V functional and the def2-TZVPD basis) of C14H51Ag2O16P as an isolated structure.

Calculated values
E_tot (eV): -65386.473
2S+1: 3
Charge: 0
HOMO-LUMO gap (alpha / beta) (eV): 8.188 / 5.683

Element x y z (Å)
Ag1 0.997 3.005 2.258
Ag2 0.782 2.812 -1.418
P1 -0.135 4.924 0.368
O1 1.279 4.116 0.386
O2 0.222 6.311 0.028
O3 -0.529 4.476 1.804
O4 -0.904 4.125 -0.717
C1 0.849 -1.059 0.616
C2 0.140 0.138 -0.030
C3 -1.363 0.003 -0.145
O5 0.610 1.314 0.454
H1 0.582 -1.188 1.667
H2 1.933 -0.966 0.523
H3 0.593 -1.993 0.110
H4 0.511 0.120 -1.087
H5 -1.718 0.750 -0.868
H6 -1.890 0.223 0.781
H7 -1.616 -0.967 -0.569
C4 -2.000 1.993 3.021
O6 -0.723 1.648 3.622
H8 -2.573 2.625 3.696
H9 -1.803 2.513 2.091
H10 -2.563 1.084 2.794
H11 -0.916 0.977 4.284
C5 -0.193 -4.712 1.334
O7 -1.117 -4.282 2.346
H12 0.284 -3.819 0.948
H13 0.559 -5.372 1.780
H14 -0.693 -5.265 0.540
H15 -1.624 -5.045 2.636
C6 3.531 -3.107 -1.075
O8 4.796 -2.758 -0.537
H16 3.570 -3.999 -1.695
H17 2.840 -3.263 -0.239
H18 3.070 -2.270 -1.615
H19 5.469 -3.280 -0.977
C7 -2.589 2.061 -3.354
O9 -1.389 2.587 -2.840
H20 -3.233 1.589 -2.604
H21 -3.167 2.790 -3.929
H22 -2.307 1.282 -4.071
H23 -1.566 3.358 -2.267
C8 -4.750 -1.251 -2.058
O10 -4.949 -0.793 -3.379
H24 -3.793 -1.775 -2.011
H25 -4.659 -0.425 -1.339
H26 -5.529 -1.941 -1.721
H27 -5.756 -0.271 -3.340
C9 0.883 0.561 -4.210
O11 1.550 1.381 -3.258
H28 -0.039 0.191 -3.767
H29 0.687 1.117 -5.128
H30 1.500 -0.302 -4.486
H31 2.497 1.237 -3.321
C10 -0.036 -3.120 -2.693
O12 -0.403 -4.442 -2.307
H32 0.771 -2.771 -2.058
H33 0.224 -3.057 -3.752
H34 -0.894 -2.444 -2.568
H35 -0.920 -4.809 -3.029
C11 1.329 -2.242 4.609
O13 1.422 -1.512 5.828
H36 2.323 -2.350 4.170
H37 0.844 -3.214 4.718
H38 0.690 -1.644 3.959
H39 1.950 -2.013 6.454
C12 3.935 1.158 -0.232
O14 3.238 2.046 -1.131
H40 3.262 0.947 0.597
H41 4.182 0.222 -0.731
H42 4.813 1.644 0.190
H43 3.848 2.751 -1.366
C13 3.338 0.454 3.326
O15 2.161 1.246 3.411
H44 3.147 -0.404 2.659
H45 4.129 0.991 2.811
H46 3.638 0.054 4.291
H47 1.607 0.875 4.104
C14 -3.909 3.140 -0.113
O16 -3.625 4.353 -0.750
H48 -4.125 3.268 0.958
H49 -4.803 2.702 -0.571
H50 -3.094 2.412 -0.229
H51 -2.689 4.552 -0.586

Record 3
The following is a DFT calculation (the ωB97M-V functional and the def2-TZVPD basis) of C14H53CaN12O13 as an isolated structure.

Calculated values
E_tot (eV): -78313.330
Charge: +1
HOMO-LUMO gap (eV): 8.155

Element x y z (Å)
Ca1 2.222 -2.691 -2.255
C1 -0.318 -0.142 1.024
C2 0.039 -0.349 -0.437
O1 0.720 -1.497 -0.818
H1 0.514 -0.167 1.728
H2 -1.092 -0.836 1.352
H3 -0.782 0.834 1.169
H4 0.640 0.504 -0.753
H5 -0.910 -0.320 -0.973
C3 -0.069 3.878 -0.343
O2 1.038 4.210 0.536
H6 -0.072 4.503 -1.236
H7 -0.136 2.807 -0.535
H8 -0.920 4.210 0.253
H9 0.935 5.007 1.060
C4 -4.587 -1.127 2.938
O3 -3.333 -0.664 2.418
H10 -5.145 -0.350 3.460
H11 -5.231 -1.591 2.192
H12 -4.467 -1.896 3.701
H13 -3.382 -0.069 1.667
C5 -2.657 -2.616 -1.917
O4 -3.866 -3.215 -2.146
H14 -2.731 -1.836 -1.159
H15 -1.860 -3.299 -1.623
H16 -2.269 -2.032 -2.751
H17 -4.491 -2.487 -2.128
C6 -0.944 -1.303 4.749
O5 -1.360 -2.125 3.681
H18 -1.159 -1.868 5.655
H19 0.143 -1.220 4.774
H20 -1.509 -0.376 4.656
H21 -1.870 -1.610 3.052
C7 2.112 -2.256 3.036
O6 3.156 -2.293 2.062
H22 1.845 -1.199 3.056
H23 1.306 -2.866 2.627
H24 2.407 -2.604 4.025
H25 2.834 -2.132 1.173
C8 -1.047 2.586 3.521
O7 -1.247 2.429 4.899
H26 -0.042 2.313 3.200
H27 -1.771 1.997 2.957
H28 -1.330 3.596 3.222
H29 -0.413 2.521 5.364
C9 4.568 -0.101 -1.245
O8 3.710 -0.889 -1.652
N1 5.852 -0.193 -1.428
N2 4.333 0.972 -0.602
H30 6.342 -0.989 -1.811
H31 6.460 0.454 -0.947
H32 5.147 1.559 -0.483
H33 3.454 1.286 -0.216
C10 3.499 2.334 2.085
O9 4.011 3.091 1.313
N3 4.124 1.952 3.198
N4 2.311 1.795 1.961
H34 5.030 2.364 3.369
H35 3.588 1.422 3.870
H36 1.759 2.230 1.235
H37 1.980 1.213 2.717
C11 -2.398 0.724 -4.789
O10 -3.426 0.454 -4.278
N5 -1.262 0.496 -4.226
N6 -2.253 1.251 -5.969
H38 -1.351 0.274 -3.244
H39 -0.403 0.843 -4.628
H40 -3.011 1.339 -6.630
H41 -1.342 1.606 -6.221
C12 -3.345 2.305 -0.201
O11 -3.693 1.611 0.740
N7 -3.406 3.622 -0.267
N8 -2.764 1.763 -1.243
H42 -3.890 4.216 0.391
H43 -3.214 3.903 -1.218
H44 -2.428 2.260 -2.056
H45 -2.708 0.757 -1.309
C13 2.091 -0.121 -4.381
O12 2.372 -1.173 -3.952
N9 2.067 0.134 -5.660
N10 1.748 0.805 -3.664
H46 1.735 1.038 -5.963
H47 2.178 -0.670 -6.261
H48 1.644 1.765 -3.958
H49 1.647 0.526 -2.699
C14 0.429 -4.951 -0.371
O13 1.276 -4.689 -1.209
N11 -0.134 -4.080 0.445
N12 -0.106 -6.153 -0.089
H50 0.025 -3.126 0.154
H51 -0.736 -4.347 1.210
H52 0.326 -6.893 -0.624
H53 -0.737 -6.345 0.676

Summary of F_max in eV/A
2.35, 2.13, 9.78
(order as listed above)